ORCA calculation (the ωB97M-V functional and the def2-TZVPD basis) on the molecule C7H6N2OS.

Geometry as XYZ:
```
17
C7H6N2OS | OMol25 | the ωB97M-V functional and the def2-TZVPD basis
C -1.967 2.127 -0.054
C -1.020 1.339 0.607
C -1.992 1.737 -1.361
C -0.564 0.525 -0.359
C 0.702 -1.799 -0.789
C 0.387 -0.564 -0.174
C 2.049 -1.490 0.855
N 1.800 -2.336 -0.218
N 1.271 -0.379 0.769
O -1.110 0.713 -1.604
S 1.396 -3.159 1.435
H -2.355 3.019 0.364
H -0.591 1.281 1.580
H -2.626 2.031 -2.080
H 0.125 -2.142 -1.596
H 3.228 -1.256 1.162
H 1.267 0.352 1.461
```

Summary:
LUMO level (spin up / spin down), eV: 0.63 / -1.68
ΔE to the lowest compared entry with this formula, charge and spin, kcal per mole: 19.6
Multiplicity: 3
Calculated total energy, a.u.: -853.0684
Frontier orbital gap (spin up / spin down), eV: 5.70 / 6.80
Total charge: 0